{
  "formula": "C35H91BrClFIN3O18PS",
  "method": "ωB97M-V/def2-TZVPD",
  "elements": ["C", "H", "C", "H", "C", "C", "O", "C", "Br", "H", "H", "H", "H", "H", "O", "H", "H", "C", "H", "H", "C", "H", "H", "H", "C", "H", "H", "C", "H", "H", "H", "H", "C", "C", "H", "H", "H", "H", "H", "C", "O", "O", "H", "O", "N", "C", "H", "H", "H", "N", "H", "H", "H", "O", "H", "C", "C", "H", "O", "C", "O", "H", "C", "H", "O", "H", "H", "H", "F", "C", "S", "O", "H", "O", "O", "H", "C", "C", "H", "O", "H", "O", "C", "H", "H", "H", "H", "H", "C", "C", "H", "H", "H", "C", "C", "H", "H", "H", "C", "H", "I", "H", "H", "H", "C", "H", "N", "H", "C", "H", "H", "O", "O", "H", "C", "H", "H", "H", "H", "H", "H", "H", "C", "H", "H", "H", "H", "H", "O", "H", "H", "H", "H", "H", "H", "C", "H", "C", "H", "O", "C", "H", "Cl", "H", "H", "H", "H", "H", "H", "P", "C", "C", "H"],
  "positions_angstrom": [[7.368561, -7.467141, -2.278094], [-0.086843, 2.257752, -4.649165], [-4.406923, 0.427587, -0.190009], [-1.240815, 6.379164, 6.331542], [5.327912, -3.848769, -0.460306], [5.221344, -9.277476, 1.048545], [-7.771765, 2.344962, 6.359744], [-2.584915, -2.722246, -1.372270], [-1.675073, 2.613614, -0.844900], [0.754125, 4.092663, 3.723679], [4.172719, -4.089398, -0.279300], [-7.886843, 4.215732, 5.528557], [-0.898659, 5.702737, 4.717687], [-2.372138, 5.206837, 5.607042], [-0.599738, 4.431770, 6.307640], [5.740121, -10.210927, 0.816620], [-0.688894, 3.656497, 5.727605], [0.415296, 1.303586, -4.825081], [-3.613031, -1.550207, 4.655993], [-2.400084, 1.975822, -4.268656], [-7.384704, 3.261566, 5.352642], [-2.373015, -3.467970, -0.497165], [-0.630094, -5.508110, -1.128050], [5.862925, 1.182320, -6.392670], [-4.545494, -1.442014, 2.464974], [6.286936, -0.493923, 3.096124], [1.710770, -1.276566, -0.412346], [-1.436185, 0.180216, 3.716864], [3.029813, 3.942811, 0.834342], [-5.417444, 0.023801, 0.323167], [-6.302602, 3.409478, 5.389677], [1.728678, 7.105741, 2.779073], [-0.080862, 0.166288, -0.660452], [-3.834812, -1.665011, 1.049320], [6.205976, -1.939845, -1.502331], [1.196745, 2.953035, -0.499811], [0.577900, -3.716470, -0.365284], [-4.590135, -3.087802, 4.184198], [4.537791, 2.879929, -5.609612], [-4.911839, 0.559251, -1.714016], [-4.165706, -2.591460, -3.502173], [4.930726, 0.221672, -2.709591], [-0.196976, -1.126125, 4.639629], [3.978951, -2.057516, -1.649920], [-2.204918, -0.544969, -2.362056], [3.577095, 5.119762, -1.816774], [-4.718421, -4.754104, 1.555875], [1.692435, 0.018928, 0.937999], [5.075780, 0.792620, -4.831725], [-2.065239, 0.330226, 1.109240], [-3.867299, -5.370435, 3.592235], [-2.990700, 1.298036, -6.376455], [4.635972, -8.949500, 0.186012], [0.028235, 0.386981, -3.817979], [4.554817, -9.435467, 1.899605], [1.480023, -0.121785, -0.202896], [6.236955, -1.071216, 2.078847], [-3.469232, 4.595683, -0.118911], [2.114593, 7.997723, 2.808660], [0.340671, -5.234078, -1.548424], [5.293375, 0.038046, -0.061393], [4.209017, 3.286925, -1.791962], [-4.015740, 6.364921, -0.693680], [-4.014101, 0.575412, -5.096425], [-1.698061, 1.428698, 4.065048], [6.165889, -2.227138, 2.300975], [-2.284666, 0.446091, -2.525854], [1.586453, 9.889767, 2.221179], [-4.477786, 1.854725, 0.305457], [2.152290, 3.473454, 1.493503], [1.653311, 4.698121, 2.818953], [6.168566, -8.280369, 1.384378], [6.745588, -8.162010, 0.610767], [-1.132746, -0.768323, 4.840227], [-3.778803, -5.003831, 1.569753], [2.115661, 0.931029, -2.213167], [4.909187, 0.998035, -5.892056], [2.595566, 0.658012, -1.177708], [3.999252, 5.333166, -2.801880], [-3.183558, 2.404740, -4.652890], [-3.611458, 7.379708, -0.676806], [-3.083318, 5.487665, -0.089324], [4.923485, -0.646300, 1.187437], [-1.548803, -1.563140, 2.322581], [2.918162, 1.619187, -0.546986], [0.282211, 4.318264, 0.515594], [-4.223071, -6.768189, 2.530294], [6.281452, -7.562027, -2.226004], [5.333712, -2.702228, -1.667672], [0.785980, 3.236268, 0.553854], [4.244611, -1.557702, 0.902986], [-4.615274, 1.956550, -6.050463], [1.011880, 8.570087, 1.168817], [-1.320816, 5.489334, 5.702793], [-0.089043, 2.105911, 1.331101], [-2.026232, -1.152159, -3.169948], [-7.188932, 0.303047, -2.051056], [7.830366, -8.388684, -1.915129], [-3.828084, -2.283398, 3.738452], [7.232535, -0.876123, 1.451025], [-5.000174, 0.491200, 3.318174], [0.887576, -6.140645, -1.817781], [-0.932506, 2.701241, 1.931950], [-7.310818, 1.508453, 6.177486], [-6.453952, 1.206174, -1.787230], [8.743784, -6.322304, -1.531539], [-0.708856, -1.241183, -0.743611], [0.005956, 0.690833, -1.714010], [-3.597647, -5.882233, 2.665120], [3.657096, 6.009592, -1.188026], [0.123138, 0.915632, -5.804052], [7.775532, -6.381792, -1.465304], [1.087698, -4.514865, -0.584621], [-2.535260, 1.121846, 1.645529], [-2.231927, -1.130076, -1.022935], [2.525773, 4.837265, -1.912525], [-2.886855, -2.886142, 3.410649], [7.666711, -7.280571, -3.312739], [-4.965302, -0.408574, -2.358281], [-3.114912, -2.580046, 1.278031], [-0.145162, -0.492332, 2.015493], [0.202655, -4.616215, -2.439181], [-3.070017, -0.429695, 0.213759], [2.592777, 2.452963, 1.902710], [-6.476489, 1.922998, -2.730816], [-2.548352, -6.183109, 2.709573], [-4.955280, 6.340035, -0.136101], [-7.676862, 2.873613, 4.373670], [4.075677, 2.134167, -6.028810], [5.849016, -3.486129, 0.526065], [0.489182, -0.449528, -4.000237], [-0.212299, -1.646133, -1.566219], [-4.186030, 6.060029, -1.729167], [-4.682997, -2.021164, 0.287092], [4.417580, 0.138929, -6.354421], [-3.729876, 1.503635, -5.598290], [-6.783547, 1.719732, -0.789899], [-1.335627, -0.430038, 2.166125], [0.619339, 1.539186, 2.060099], [4.298173, 4.062198, -1.211928], [1.182171, 8.874979, 2.204305], [-5.616684, -1.987681, 2.402403], [-5.433366, -3.993798, -1.567753], [5.520757, -3.181979, -2.743833], [5.841656, -4.820714, -0.921938], [0.242631, 8.850094, 2.761884], [4.277859, 0.091013, 1.829595], [-4.232278, 1.381284, -2.250828], [1.497398, 1.451497, -4.788045], [4.229381, -0.357267, -1.380667], [-0.972313, 1.092176, 0.327670], [-3.962840, -2.986877, -2.212312], [-1.741815, -3.039477, -2.165773]],
  "forces_ev_per_a": [[0.2, 0.0, -0.1], [0.0, -0.1, 0.1], [-3.4, 1.5, -0.6], [0.1, -0.2, -0.1], [-0.6, -0.2, -1.4], [0.2, 0.0, -0.1], [0.1, -0.5, 0.1], [0.7, -1.0, -0.6], [-0.8, -1.5, 0.3], [1.0, 0.0, -1.3], [2.6, 0.4, -0.2], [0.1, -0.2, 0.0], [-0.2, 0.3, -0.1], [-0.1, 0.2, -0.1], [0.2, -0.6, -0.2], [-0.2, -0.2, 0.0], [0.0, 0.3, 0.5], [0.4, 0.2, -0.5], [-0.2, -1.8, -2.2], [-0.4, 0.3, -0.3], [0.1, -0.2, 0.0], [-1.1, 1.5, -1.5], [-0.1, -0.2, -0.2], [0.1, -0.2, 0.0], [-1.2, -2.8, 1.3], [-0.1, -1.1, -2.1], [-0.9, 2.3, 0.6], [-0.7, 5.1, 3.2], [-2.0, -0.7, 1.6], [2.9, 0.5, -0.6], [0.1, 0.2, -0.2], [0.3, 0.5, 0.0], [1.0, -0.8, 0.1], [0.4, -0.9, -0.4], [-1.8, -1.2, -0.3], [-1.2, 0.2, 1.8], [0.3, -0.4, 0.0], [1.6, 1.8, -1.2], [-0.3, -0.4, -0.3], [-0.2, 1.7, -1.0], [2.0, -2.5, 9.2], [-2.6, -1.9, 5.1], [-2.0, 0.5, 0.5], [1.5, 3.4, 1.6], [-1.8, 0.3, 0.4], [0.0, 0.0, -0.2], [0.5, -0.2, -0.2], [-0.3, 0.0, -2.2], [0.1, -0.2, -0.2], [0.6, 1.6, 0.2], [0.1, -0.2, 0.2], [-0.2, -0.1, -0.1], [-0.2, -0.2, 0.0], [0.0, -0.7, 0.3], [0.2, 0.1, -0.1], [0.6, -1.1, -0.8], [0.1, -0.5, -0.6], [0.2, 0.5, 0.1], [0.0, -0.4, 0.1], [-0.1, 0.1, 0.1], [-2.7, -2.0, -1.3], [0.3, 0.3, 0.3], [-0.2, 0.0, -0.1], [-0.1, -0.1, -0.2], [1.4, -7.9, -2.9], [0.2, 2.4, -0.3], [0.1, -0.3, 0.1], [0.0, -0.2, 0.0], [1.2, -2.6, -0.6], [-0.4, -0.8, -1.1], [0.2, -0.7, 0.5], [0.4, 0.2, -0.2], [-0.2, 0.1, 0.5], [1.4, 1.7, -4.0], [-0.3, 0.6, -0.4], [1.3, -0.7, 2.0], [0.4, -0.1, 0.3], [-0.8, 0.0, 2.4], [-0.2, 0.2, 0.0], [0.4, 0.1, 0.6], [0.0, -0.2, 0.0], [0.2, -0.7, 0.1], [-0.5, -0.1, 1.4], [-0.4, 2.2, -0.9], [-0.4, -1.9, -1.8], [0.8, -2.8, 0.0], [0.1, -0.1, 0.2], [0.1, 0.1, 0.0], [1.3, -1.5, 0.3], [2.1, 0.6, 0.7], [1.4, 1.4, 0.8], [0.2, 0.0, 0.1], [-0.2, 0.2, -0.1], [-0.1, -0.1, -0.1], [-1.2, 0.5, 0.2], [-0.4, 0.7, 0.9], [1.5, 2.1, 0.8], [-0.1, -0.2, -0.2], [-0.6, -0.1, 0.8], [-2.3, -0.4, 1.4], [0.0, -0.1, -0.6], [-0.1, 0.2, 0.1], [2.0, -1.4, -1.0], [-0.3, 0.4, 0.2], [0.1, -1.1, -0.6], [-0.6, 0.1, 0.1], [-0.1, 1.6, 1.9], [-0.6, -1.1, 2.2], [-0.1, -0.2, 0.2], [0.0, -0.2, -0.1], [0.1, 0.2, -0.1], [0.4, 0.3, 0.2], [0.0, 0.5, 0.3], [-0.2, -0.9, -0.7], [2.0, -1.6, -3.2], [-0.1, 0.2, -0.1], [-1.6, 1.2, 0.6], [-0.1, -0.3, -0.1], [0.6, 1.7, 1.5], [-1.5, 1.9, -0.9], [-2.8, 0.5, -0.2], [-0.1, -0.2, -0.2], [-1.7, -1.9, 0.1], [-1.0, 2.1, -0.6], [0.0, -1.3, 2.3], [-0.2, 0.1, -0.1], [-0.1, 0.2, -0.1], [0.0, 0.2, -0.2], [-0.3, 0.8, 0.1], [-1.0, -0.8, -2.1], [-0.2, 0.4, 0.1], [-1.1, 0.2, 0.7], [-0.2, 0.2, 0.0], [2.1, 0.7, 1.6], [0.0, 0.2, 0.0], [0.1, -0.2, -0.1], [0.7, -0.8, -2.1], [2.7, -2.4, 3.5], [-1.5, 0.9, -1.3], [-0.1, -0.7, 0.1], [0.0, -0.2, 0.0], [2.5, 1.6, -0.1], [2.3, 1.4, -0.2], [-0.8, 1.1, 2.5], [-1.0, 2.1, 1.4], [-0.1, 0.2, -0.2], [1.1, -1.3, -1.2], [-1.3, -2.1, 1.1], [0.0, 0.2, -0.3], [3.4, 2.1, -5.2], [2.7, 2.3, -0.9], [-1.5, 1.7, -7.2], [-2.0, 0.9, 1.6]],
  "lowdin_charge": [-0.164, 0.085, -0.206, 0.088, -0.069, -0.169, -0.128, -0.070, 0.953, -0.117, 0.090, 0.085, 0.057, 0.077, -0.133, 0.077, 0.054, -0.116, 0.052, 0.035, -0.179, 0.121, 0.073, 0.078, -0.706, 0.086, 0.111, -0.272, 0.092, 0.140, 0.068, -0.043, -0.282, -0.178, 0.119, 0.082, 0.043, 0.099, 0.079, -0.184, -0.097, -0.380, 0.147, -0.311, 0.064, -0.151, 0.073, 0.099, 0.036, -0.007, 0.064, 0.079, 0.070, -0.180, 0.079, -0.145, -0.083, 0.011, -0.160, -0.161, -0.279, 0.069, -0.155, 0.069, -0.018, 0.074, 0.021, 0.081, -0.186, -0.509, 0.736, -0.131, 0.061, -0.008, -0.167, 0.106, -0.165, -0.176, 0.081, -0.144, 0.084, -0.178, -0.284, 0.139, 0.089, 0.113, 0.087, 0.079, -0.242, -0.322, 0.103, 0.087, 0.072, -0.159, -0.225, 0.100, 0.092, 0.078, -0.186, 0.111, 1.007, 0.089, 0.135, 0.068, -0.094, 0.091, 0.012, 0.096, -0.147, 0.088, 0.091, -0.145, -0.136, 0.139, -0.336, 0.068, 0.071, 0.080, 0.105, 0.104, 0.161, 0.068, -0.145, 0.082, 0.096, 0.088, 0.079, 0.065, -0.145, 0.063, 0.100, 0.111, 0.079, 0.112, 0.079, -0.147, 0.085, -0.033, 0.102, -0.144, -0.167, 0.106, 0.563, 0.146, 0.078, 0.074, 0.112, 0.097, 0.075, 0.774, -0.502, -0.516, 0.138],
  "charge": 1,
  "e_tot_ha": -7077.1134
}